(1)
DFT (the ωB97M-V functional and the def2-TZVPD basis) results for C25H53BrGeNO3PdSSi as an isolated structure at a distorted geometry.

Summary:
Total charge: +1
Gap between HOMO and LUMO (spin up / spin down) (eV): 10.0 / 6.1
Multiplicity: 3

Last column: Löwdin charge in e.
Element x y z (Å)
Pd  0.91529  0.20740  -0.02695  0.5766
C  -2.98325  -0.13319  -2.39803  0.0157
C  -1.54061  -0.19328  -1.91776  -0.5347
C  -0.57843  0.08171  -3.05146  -0.0080
O  -1.23914  -1.45076  -1.29160  -0.0448
C  -1.33457  0.78373  -0.74869  -0.5822
O  -0.54569  1.73165  -0.86652  0.0081
O  -2.08541  0.66362  0.29784  -0.1289
H  -3.15648  -0.95857  -3.09145  0.1050
H  -3.16830  0.79814  -2.93365  0.1096
H  -3.69237  -0.20954  -1.57978  0.0675
H  -0.80317  -0.59509  -3.87819  0.1033
H  0.46329  -0.07563  -2.75706  0.0687
H  -0.67801  1.10632  -3.40454  0.1068
H  -1.23385  -2.14401  -1.96499  0.1240
C  0.89277  1.49404  5.63087  -0.1063
C  1.35614  2.87147  5.12636  -0.6286
C  2.27065  3.49924  6.20368  -0.0754
C  0.08438  3.72685  5.02051  -0.0956
Si  2.33607  2.85145  3.50616  0.5856
Br  0.96102  1.38623  2.24432  0.6448
C  4.00330  1.96291  3.56689  -0.6215
C  5.07223  2.98013  4.02965  -0.0741
C  3.99970  0.78622  4.55407  -0.0946
C  4.44206  1.37340  2.21756  -0.1130
C  2.26441  4.42974  2.46733  -0.6246
C  2.74174  5.60451  3.35229  -0.0777
C  3.18815  4.34754  1.24184  -0.0948
C  0.86976  4.77348  1.91292  -0.1021
H  0.40735  1.64251  6.60040  0.0934
H  1.69617  0.78016  5.77694  0.0612
H  0.15473  1.04183  4.96799  0.0453
H  1.69172  3.59191  7.12774  0.0968
H  2.62280  4.49815  5.94604  0.0740
H  3.14007  2.88667  6.43123  0.0666
H  -0.44336  3.67176  5.97772  0.0940
H  -0.59897  3.36430  4.25089  0.0768
H  0.28789  4.77744  4.82808  0.0684
H  4.84802  3.44234  4.99053  0.0739
H  5.23401  3.77630  3.30578  0.0677
H  6.02305  2.45050  4.14390  0.0962
H  3.84992  1.08984  5.58726  0.0680
H  4.97649  0.29563  4.50287  0.0940
H  3.24657  0.03708  4.30231  0.0777
H  4.53442  2.10230  1.42006  0.0561
H  3.75519  0.59159  1.88787  0.0261
H  5.42319  0.90807  2.35634  0.0967
H  3.74005  5.45654  3.76495  0.0728
H  2.06539  5.81604  4.17837  0.0670
H  2.78231  6.50503  2.73216  0.0959
H  4.24168  4.27302  1.50258  0.0702
H  3.06511  5.26822  0.66377  0.0968
H  2.93628  3.51704  0.58058  0.0384
H  0.11103  4.90365  2.67702  0.0618
H  0.51539  4.02789  1.20226  0.0513
H  0.95343  5.72182  1.37345  0.0940
C  0.34272  -4.55478  0.80903  -0.0930
C  -0.76888  -3.58501  1.18098  -0.2662
C  -0.24299  -2.25876  1.72033  -0.2804
C  -1.28607  -1.41892  2.45599  -0.3077
Ge  -2.74826  -0.60573  1.52271  0.9720
C  -3.99004  -1.77697  0.65631  -0.3027
C  -4.65022  -2.74392  1.65434  -0.2803
C  -5.40070  -2.07848  2.80439  -0.2946
C  -6.20866  -3.08778  3.60750  -0.1066
H  -0.05567  -5.49479  0.42911  0.0778
H  0.97151  -4.78464  1.67081  0.0797
H  0.99150  -4.13667  0.03418  0.0710
H  -1.42313  -4.03657  1.93317  0.1121
H  -1.39802  -3.40031  0.30915  0.0870
H  0.18730  -1.68646  0.87495  0.0338
H  0.59649  -2.45308  2.39442  0.1204
H  -0.82212  -0.61046  3.02220  0.0053
H  -1.81075  -2.04167  3.19304  0.0836
H  -3.40156  0.41413  2.46581  0.0240
H  -3.45515  -2.32991  -0.11416  0.0577
H  -4.74410  -1.16352  0.15849  0.0746
H  -3.89256  -3.42127  2.06256  0.0995
H  -5.34661  -3.38125  1.10314  0.1166
H  -6.05691  -1.29733  2.40817  0.1150
H  -4.70210  -1.56619  3.47556  0.0870
H  -6.94170  -3.59010  2.97379  0.0774
H  -6.74752  -2.61465  4.42751  0.0743
H  -5.56458  -3.85751  4.03756  0.0768
S  2.86313  -0.92468  -0.62164  0.6785
C  3.12843  0.69351  -0.95978  -0.8320
N  3.20140  1.83946  -1.15368  0.1496

Forces on the atoms, in the same order (eV/Å):
Pd 0.9112 0.1742 -0.0159
C -0.0113 -0.0449 -0.1041
C -0.0370 0.0074 0.2006
C 0.1058 0.0211 -0.1396
O -0.0081 -0.1810 0.0115
C -0.8610 0.4194 -0.3651
O 0.2938 -0.3218 0.2896
O 0.0953 -0.1702 0.2345
H -0.0237 0.0213 -0.0144
H 0.0113 0.0099 0.0139
H 0.0161 -0.0297 0.0424
H 0.0392 0.0070 -0.0211
H -0.0688 0.0159 0.0209
H -0.0010 -0.0219 -0.0187
H -0.0020 0.0490 0.0219
C -0.0006 0.0161 0.0309
C -0.0895 0.0589 0.2330
C -0.1360 -0.0028 0.0911
C -0.0419 0.0348 0.0482
Si -0.0226 0.0015 -0.3187
Br -0.4066 -0.2457 0.1169
C 0.2800 -0.0034 0.1009
C 0.0981 -0.1445 -0.0424
C 0.0418 -0.0399 0.0221
C -0.0108 -0.0366 0.0250
C 0.0898 0.3103 -0.0357
C -0.0200 0.0753 -0.1343
C -0.0008 -0.0045 -0.0040
C 0.0510 0.0176 0.0306
H 0.0121 -0.0246 -0.0169
H 0.1008 -0.0297 -0.0073
H -0.0130 0.0246 -0.0358
H 0.0207 0.0110 -0.0066
H -0.0189 0.0276 -0.0657
H 0.0327 -0.0703 -0.0070
H 0.0068 0.0153 -0.0235
H 0.0119 -0.0359 -0.0255
H 0.0473 0.0495 -0.0221
H -0.0766 -0.0167 0.0542
H -0.0131 0.0117 -0.0552
H -0.0081 0.0154 -0.0013
H -0.0271 0.0408 0.0460
H -0.0214 0.0035 0.0128
H -0.0195 0.0048 -0.0352
H -0.0212 0.1170 -0.0444
H 0.0157 -0.0110 0.0224
H -0.0194 0.0133 -0.0265
H 0.0346 -0.0525 -0.0063
H -0.0698 -0.0138 0.0243
H 0.0052 -0.0063 0.0177
H 0.0542 -0.0172 0.0327
H 0.0202 -0.0197 0.0000
H -0.0193 0.0435 0.0448
H -0.0558 -0.0150 0.0924
H 0.0079 -0.0416 -0.0231
H -0.0114 -0.0201 0.0150
C 0.0991 0.0155 -0.0355
C -0.0380 0.0148 -0.0745
C -0.0824 0.0008 0.2255
C 0.3405 -0.1568 0.1882
Ge -0.2743 0.6712 -0.1063
C -0.3245 -0.2446 -0.1301
C 0.0516 -0.0410 -0.1018
C 0.0202 0.0395 -0.0034
C -0.0483 -0.0447 0.0294
H -0.0173 0.0047 -0.0011
H -0.0186 0.0018 0.0121
H -0.0197 0.0171 -0.0025
H 0.0794 -0.0094 0.0526
H -0.0801 0.0374 -0.0090
H 0.0273 -0.0213 -0.0774
H -0.0040 0.0241 0.0065
H 0.0621 -0.0740 0.0293
H 0.1368 -0.0282 0.0305
H 0.0161 -0.0460 -0.1059
H -0.0245 -0.0163 -0.0576
H -0.0681 -0.0420 0.0308
H -0.0008 -0.0097 0.0064
H -0.0089 0.0036 -0.0052
H -0.0296 -0.0309 -0.0110
H 0.0351 0.0013 -0.0210
H 0.0008 0.0117 0.0003
H 0.0062 0.0292 -0.0067
H 0.0204 0.0104 -0.0190
S -0.2087 0.0190 0.0066
C 0.0804 -0.0317 -0.0814
N 0.0047 -0.1021 -0.0487

(2)
DFT (the ωB97M-V functional and the def2-TZVPD basis) results for a 2-piece molecular cluster, C25H54BFN3O4P overall at a distorted geometry.

Summary:
Gap between HOMO and LUMO (eV): 6.1

Last column: Löwdin charge in e.
Element x y z (Å)
C  4.61752  1.06666  6.76111  -0.1333
C  4.35721  0.11564  5.50084  -0.1906
C  2.78029  -0.11266  5.17291  -0.3130
F  2.23758  1.20688  4.84775  -0.0811
N  2.72236  -1.07901  4.07082  0.0515
C  1.54477  -1.99132  4.08839  -0.2700
C  0.10890  -1.29657  3.96529  -0.0465
C  -0.49463  -0.67060  5.28900  -0.3698
O  -0.89098  -1.27955  6.31544  0.0280
N  -0.67276  0.82137  5.28872  -0.1686
C  -1.07948  1.31556  6.63471  -0.1426
C  -1.91471  1.00635  4.42000  -0.0935
B  1.62273  -3.15728  5.26300  -0.4304
N  2.48670  -3.05097  6.48955  0.1315
O  0.84535  -4.39143  5.15271  0.0667
C  1.70046  -2.85838  2.70707  -0.5077
O  2.41592  -3.91822  2.67614  -0.0446
O  1.05253  -2.33384  1.59092  -0.2107
H  4.41635  2.15011  6.45523  0.0731
H  5.75127  1.00543  6.98377  0.0729
H  4.07750  0.75079  7.71930  0.0754
H  4.79041  0.60405  4.56102  0.1127
H  4.90363  -0.89612  5.60760  0.1128
H  2.29153  -0.42750  6.14874  0.1430
H  2.67704  -0.53499  3.18288  0.1405
H  -0.64253  -2.07161  3.57712  0.1424
H  0.15756  -0.47462  3.15999  0.1244
H  -0.24321  1.26167  7.42206  0.0993
H  -1.29416  2.44589  6.50859  0.0947
H  -2.07323  0.87140  7.01860  0.0946
H  -1.68395  1.52394  3.42774  0.0757
H  -2.34260  -0.03548  4.15373  0.1014
H  -2.74543  1.52143  5.02195  0.0901
H  1.97363  -2.54888  7.23091  0.0747
H  3.39261  -2.60319  6.28717  0.0511
H  -0.10182  -4.13374  5.20633  0.0943
C  -4.82862  0.53775  -2.03768  -0.1022
C  -4.15184  1.26517  -3.19044  -0.2558
C  -3.61803  0.31864  -4.26590  -0.2261
C  -2.31707  -0.41535  -3.91482  -0.2621
P  -0.77498  0.47138  -4.04351  1.0042
C  -0.76315  1.26162  -5.67538  -0.2730
C  -1.05056  0.45570  -6.94514  -0.2287
C  0.03728  -0.49110  -7.46041  -0.2642
C  1.42789  0.11943  -7.56498  -0.1006
C  0.59122  -0.66389  -4.07041  -0.2750
C  0.92414  -1.58334  -2.90060  -0.2132
C  1.55685  -0.94345  -1.67316  -0.2468
C  2.68650  0.03676  -1.95629  -0.1007
C  -0.57384  1.87823  -2.96862  -0.2634
C  -0.42598  1.86525  -1.44494  -0.2144
C  -1.36873  0.96925  -0.63791  -0.2472
C  -2.42012  1.75299  0.13831  -0.1062
H  -4.16174  -0.18084  -1.55876  0.0670
H  -5.15666  1.25424  -1.28113  0.0774
H  -5.71016  -0.00596  -2.38741  0.0816
H  -3.35975  1.91200  -2.80986  0.0770
H  -4.89200  1.93102  -3.64982  0.1160
H  -3.47588  0.88966  -5.18718  0.0958
H  -4.38860  -0.42620  -4.48720  0.1232
H  -2.23099  -1.24505  -4.62854  0.1084
H  -2.40559  -0.90436  -2.94339  0.0928
H  0.18007  1.80604  -5.77998  0.0996
H  -1.52990  2.04376  -5.62094  0.0987
H  -1.25535  1.17670  -7.74464  0.1209
H  -1.97263  -0.11996  -6.81558  0.1027
H  -0.25881  -0.83642  -8.45677  0.1142
H  0.07437  -1.39615  -6.85125  0.0873
H  1.44630  0.91772  -8.31193  0.0835
H  2.14779  -0.64390  -7.87138  0.0821
H  1.77774  0.52982  -6.61644  0.0520
H  1.49076  -0.13488  -4.39786  0.0957
H  0.36072  -1.36227  -4.88156  0.0872
H  1.62520  -2.34022  -3.27062  0.1242
H  0.02323  -2.12687  -2.59518  0.1175
H  1.94055  -1.73736  -1.02334  0.1172
H  0.77877  -0.45912  -1.08949  0.0703
H  3.55448  -0.47619  -2.37811  0.0828
H  2.99828  0.52180  -1.02765  0.0848
H  2.38723  0.83225  -2.64578  0.0492
H  -1.38321  2.57600  -3.20986  0.0953
H  0.32517  2.38612  -3.34134  0.1079
H  -0.51664  2.89977  -1.09319  0.1229
H  0.60341  1.59880  -1.20080  0.0881
H  -0.78711  0.41078  0.10287  0.1127
H  -1.84663  0.22318  -1.26965  0.0730
H  -1.95086  2.35137  0.92490  0.0745
H  -3.12470  1.06886  0.61657  0.0780
H  -2.98213  2.42964  -0.51293  0.0654

Forces on the atoms, in the same order (eV/Å):
C 1.1763 -0.1691 -0.6187
C -0.5732 0.3731 -0.1289
C 2.4316 0.2430 0.7075
F 0.5877 -1.6165 0.1504
N -1.7934 1.3315 0.7227
C -0.6296 -1.5463 -1.1707
C -0.7245 0.6395 -0.0240
C -0.7648 0.0868 2.2095
O 1.8210 0.9093 -3.2030
N -1.7410 -1.5957 0.1629
C -0.1604 1.4975 0.8174
C -0.4962 -0.7837 -0.7813
B -0.1772 -1.3061 0.2666
N -0.2570 0.3111 -1.1959
O -0.1191 2.9500 0.8118
C -0.4646 -0.5087 -4.2185
O -1.8851 3.3319 0.8449
O 2.3014 -1.4095 4.3353
H -0.0313 -1.5339 0.7306
H -1.7614 0.1642 -0.2099
H 0.5265 0.5175 -1.4974
H -0.4857 -0.6152 1.2557
H -1.1694 1.5165 -0.0682
H 0.1655 0.1687 -1.5556
H 0.2488 -0.5699 0.7686
H 1.1298 0.9899 0.6558
H 0.0195 -1.2765 1.2795
H -1.2928 -0.3365 -1.3098
H 0.4300 -1.7022 0.1122
H 1.6909 0.3106 -0.4141
H -0.3343 -0.4425 1.4883
H 0.4866 1.6469 0.2535
H 1.3548 -0.5091 -1.0994
H 0.5503 -0.5181 -0.3519
H -0.8231 0.0662 0.3520
H 0.7039 -0.4261 -0.4217
C -0.0578 0.0562 0.0805
C -0.3138 -0.0120 -0.0309
C 0.0175 0.6073 -0.0534
C -0.7481 -0.8626 -0.0193
P 0.1980 0.2569 -0.6286
C -0.1996 0.4994 -0.2506
C -0.0910 -0.3497 -0.2577
C 0.0597 -0.1491 0.0117
C 0.0461 -0.0710 -0.1041
C 0.6212 -0.9933 -0.1878
C 0.1324 -0.2757 0.5891
C 0.0248 -0.0129 0.3142
C -0.0314 -0.0162 0.0428
C 0.1082 1.2971 0.5427
C 0.4991 -0.4004 0.4705
C 0.0441 0.1063 0.5351
C -0.1749 -0.0195 -0.0488
H -0.0078 0.0069 0.0738
H 0.0298 -0.1498 -0.0048
H 0.0715 0.0205 0.0023
H 0.0432 -0.0071 0.0124
H 0.1489 -0.0560 -0.0042
H 0.0129 -0.1048 -0.0646
H 0.1465 -0.0178 0.0271
H 0.2899 0.0421 0.0451
H 0.1426 0.0698 0.0740
H 0.0247 -0.0977 0.1588
H 0.0713 -0.0178 0.1355
H -0.0280 0.0371 0.1876
H -0.0149 0.0883 -0.0379
H -0.0758 0.0508 0.1257
H 0.0204 0.0011 0.0170
H 0.0360 -0.0018 0.0928
H -0.0414 0.1321 -0.0029
H 0.0272 0.0015 -0.0243
H -0.1712 0.2271 0.0379
H -0.1852 0.3403 -0.1805
H -0.1731 0.0853 -0.1852
H 0.1077 -0.0391 -0.0009
H -0.2369 0.0698 0.0274
H -0.0061 0.0168 0.1441
H -0.0074 0.0912 -0.0316
H 0.0457 -0.1045 -0.0932
H 0.0637 0.0580 -0.0310
H -0.1036 -0.2414 -0.2793
H -0.0381 -0.1443 -0.2553
H -0.1129 -0.0856 -0.2085
H -0.0354 -0.0453 -0.1218
H -0.0211 -0.0844 -0.1952
H -0.0504 -0.0634 -0.0611
H -0.0318 -0.0321 -0.1218
H 0.0103 0.1184 0.0127
H -0.0264 -0.0138 0.0681

Q: Number 1 is which compound?
A: C25H53BrGeNO3PdSSi